[1]
Computed, not measured: a molecular structure, C6H13NO2 at a distorted geometry, with ωB97M-V with the def2-TZVPD basis set.

Last column: Mulliken charge in e.
Atoms and positions in Å:
C -1.007295 0.554067 -0.481036  0.468
C -1.222698 -0.780751 0.063121  0.205
C 0.391820 0.951686 0.075408  -1.185
C 1.409541 -0.059321 0.058667  0.658
C 2.621386 0.340990 1.160274  -1.082
C 1.856490 -0.413018 -1.324769  -0.859
H -2.675072 2.640241 -1.182928  0.271
H -2.398772 2.026521 0.746869  0.263
H -0.954731 0.381915 -1.586321  0.333
H 0.959854 1.910227 -0.394191  0.235
H 0.090268 1.292196 1.062652  0.310
H 1.230641 -0.941563 0.622252  0.283
H 2.251418 0.136561 2.453283  0.242
H 2.996908 1.470708 1.093950  0.290
H 3.703477 -0.096051 0.694474  0.259
H 3.030862 -0.651568 -1.389017  0.261
H 1.376981 0.363437 -2.370027  0.195
H 1.323361 -1.482888 -1.612859  0.193
H -1.710677 -1.912343 1.321153  0.353
N -1.805971 1.875315 -0.262910  -0.683
O -0.933593 -1.759382 -0.725589  -0.573
O -1.676180 -0.968932 1.359476  -0.435

Force components x, y, z for each atom (eV/Å):
0.20 3.85 -2.27
-0.68 -4.31 -2.07
-0.57 3.60 -0.26
3.97 -0.27 2.70
1.86 1.55 -0.29
0.00 -2.19 -4.29
3.10 -3.84 3.01
2.21 -1.15 -3.81
-0.15 0.31 1.01
-2.13 -1.95 0.52
0.52 -0.03 0.52
-1.23 -1.21 -0.14
1.48 0.31 -4.42
-1.47 -1.93 0.30
-3.03 0.19 2.02
-2.66 0.95 -0.18
1.91 -2.12 3.61
1.40 2.75 0.60
-0.26 -1.62 0.77
-4.04 2.46 1.25
-1.44 3.36 4.03
1.00 1.30 -2.62

The highest occupied orbital energy is -9.15 eV. The value obtained for the lowest unoccupied orbital energy is 0.2 eV. The calculation puts the energy above the lowest of the compared OMol25 structures with the same formula, charge and spin at 186.8 kcal per mole. The value obtained for the total energy is -12010.6253 eV. The HOMO-LUMO gap is 9.317 eV.

***

[2]
Computed, not measured: a molecular structure, H8O4 at a distorted geometry, with ωB97M-V with the def2-TZVPD basis set.

Last column: Mulliken charge in e.
Atoms and positions in Å:
O 0.666635 1.372220 -2.632792  -0.657
H 1.290399 0.781264 -2.211001  0.328
H 0.489802 0.967995 -3.482249  0.331
O -0.026781 0.115233 -0.065910  -0.510
H 0.271346 0.215479 -0.969956  0.242
H -0.939595 0.402960 -0.080927  0.273
O -1.289167 -0.089084 2.409064  -0.618
H -1.918646 -0.021013 1.691175  0.243
H -0.439776 -0.174764 1.976132  0.417
O 0.354088 -1.442208 1.230817  -0.779
H 1.284658 -1.463835 1.454005  0.260
H 0.257038 -0.664248 0.681641  0.469

Force components x, y, z for each atom (eV/Å):
-0.25 -0.01 0.36
0.70 0.07 -0.26
-0.07 -0.09 -0.34
-1.84 6.00 -5.17
-0.10 0.11 -0.33
-0.29 0.30 0.02
-1.31 1.24 0.76
-0.38 -0.09 0.16
0.22 -0.63 0.66
2.19 -4.99 3.45
0.26 -0.45 0.32
0.87 -1.47 0.37

The highest occupied orbital energy is -9.87 eV. The value obtained for the lowest unoccupied orbital energy is 0.0 eV. The calculation puts the energy above the lowest of the compared OMol25 structures with the same formula, charge and spin at 77.4 kcal per mole. The value obtained for the total energy is -8317.3192 eV. The HOMO-LUMO gap is 9.867 eV.

***

[3]
Computed, not measured: 2 unconnected molecules or ions with the total composition BrH2NO2P at a distorted geometry, with ωB97M-V with the def2-TZVPD basis set.

Last column: Mulliken charge in e.
Atoms and positions in Å:
N 0.672688 0.581200 1.522412  -0.565
O -1.980608 -0.825147 -0.518388  -0.555
O 0.494928 -1.246739 -1.352491  -0.510
P -0.544462 -0.471998 -0.708719  0.430
Br -0.736894 1.487556 -1.815901  -0.360
H 0.695810 -0.240322 2.064288  0.259
H 1.398538 0.715451 0.808799  0.302

Force components x, y, z for each atom (eV/Å):
-0.18 2.95 0.14
-0.17 -0.68 0.03
2.05 -1.84 -1.39
-2.55 0.58 1.31
0.12 1.48 -0.86
0.75 -1.62 0.29
-0.03 -0.88 0.49

The highest occupied orbital energy (spin up / spin down) is -2.47 / -5.28 eV. As for the charge: -1. The value obtained for the lowest unoccupied orbital energy (spin up / spin down) is 3.8 / 2.1 eV. As for the spin multiplicity: 3. The calculation puts the energy above the lowest of the compared OMol25 structures with the same formula, charge and spin at 5.6 kcal per mole. The value obtained for the total energy is -84949.3367 eV. The HOMO-LUMO gap (spin up / spin down) is 6.310 / 7.372 eV.

***

Question: Among the records above, which one has the highest energy above the lowest of the compared OMol25 structures with the same formula, charge and spin?
Answer: C6H13NO2

***

Question: Number 3 is which compound?
Answer: BrH2NO2P

***

Question: What is the energy above the lowest of the compared OMol25 structures with the same formula, charge and spin in the third record?
Answer: 5.6 kcal per mole